(1)
CH3N2OP | ωB97M-V/def2-TZVPD

Cartesian coordinates (Å):
1 C 0.92000 -0.21196 0.02587
2 N 0.32833 -0.66715 -1.17599
3 N -0.63301 -0.34231 -0.13466
4 O -1.43102 0.78026 1.84659
5 P -1.90286 0.33637 0.54194
6 H 1.30031 -0.93259 0.66569
7 H 1.24297 0.95603 0.20662
8 H 0.17528 0.08135 -1.97606

Atoms 1-3, force components in eV/Å:
C -2.965 5.193 0.012
N -1.973 1.801 -2.812
N 5.919 -3.218 -0.684

Calculated values
**M**: 90.022 g mol⁻¹
**Energy above the lowest of the compared OMol25 structures with the same formula, charge and spin**: 221.8 kJ/mol
**Max |F|**: 0.132 hartree/bohr
**<S²>**: 2.01
**Orbital gap (spin up / spin down)**: 6.86 / 6.61 eV
**HOMO level (spin up / spin down)**: -5.986 / -9.648 eV
**2S+1**: 3

***

(2)
C37H34KN5OP | ωB97M-V/def2-TZVPD

Cartesian coordinates (Å):
1 K -0.94311 -0.25824 0.42097
2 C 1.93317 -1.40269 -0.05480
3 N 0.77385 -2.29301 0.09531
4 C 0.99330 -3.33638 1.09294
5 C 0.86555 -2.83215 2.51267
6 C 1.69799 -3.31737 3.51388
7 C 1.53059 -2.85993 4.80947
8 C 0.53683 -1.92785 5.06168
9 C -0.25680 -1.51589 4.00423
10 N -0.10858 -1.95584 2.75524
11 C 0.36224 -2.83191 -1.20709
12 C -0.73481 -1.98083 -1.79484
13 C -2.06777 -2.36654 -1.68830
14 C -3.03851 -1.59482 -2.31121
15 C -2.64804 -0.45478 -2.99610
16 C -1.30255 -0.10811 -2.98210
17 N -0.36792 -0.85044 -2.39662
18 C 2.17997 -0.53799 1.15772
19 C 3.30667 -0.71091 1.95025
20 C 3.48827 0.11184 3.05080
21 C 2.54070 1.08656 3.32209
22 C 1.45733 1.19734 2.46738
23 N 1.27383 0.40547 1.41430
24 H 1.73867 -0.74439 -0.90514
25 H 2.84211 -1.98404 -0.27029
26 H 1.96314 -3.83959 0.96403
27 H 0.21630 -4.09347 0.96451
28 H 2.46851 -4.04012 3.27692
29 H 2.16960 -3.21823 5.60599
30 H 0.36947 -1.53973 6.05688
31 H -1.06815 -0.81323 4.16635
32 H -0.00935 -3.84779 -1.08183
33 H 1.20042 -2.86797 -1.91162
34 H -2.33323 -3.28695 -1.18388
35 H -4.07690 -1.90342 -2.29148
36 H -3.36474 0.13386 -3.55181
37 H -0.94789 0.77887 -3.49629
38 H 4.02458 -1.48287 1.70503
39 H 4.35346 -0.00526 3.69042
40 H 2.64167 1.75282 4.16746
41 H 0.70695 1.97045 2.61238
42 O -4.35446 0.90265 0.07684
43 N -3.29630 1.79492 0.00357
44 C -3.28101 2.61301 0.97138
45 C -2.17920 3.55207 1.15985
46 C -2.28519 4.43332 2.23813
47 C -1.27366 5.32797 2.52790
48 C -0.13633 5.34556 1.73618
49 C -0.01864 4.48375 0.65594
50 C -1.02743 3.57693 0.33615
51 P -0.95557 2.45971 -1.13591
52 C -1.99470 3.54291 -2.21490
53 C -1.64026 4.88196 -2.39474
54 C -2.40999 5.71363 -3.18953
55 C -3.54977 5.22417 -3.81461
56 C -3.91480 3.90054 -3.63754
57 C -3.14083 3.06691 -2.84059
58 C 0.70927 2.78245 -1.86317
59 C 1.84266 2.47836 -1.10556
60 C 3.11410 2.57999 -1.64757
61 C 3.27638 2.95359 -2.97386
62 C 2.15908 3.20833 -3.75281
63 C 0.88662 3.12468 -3.20382
64 H -4.33740 0.45847 -0.77739
65 H -4.08289 2.60398 1.71152
66 H -3.17977 4.41051 2.84934
67 H -1.36748 6.00743 3.36438
68 H 0.66401 6.04149 1.95327
69 H 0.87315 4.53291 0.04853
70 H -0.75586 5.27398 -1.91031
71 H -2.12051 6.74891 -3.31761
72 H -4.15142 5.87818 -4.43201
73 H -4.80667 3.51632 -4.11625
74 H -3.44096 2.03993 -2.69042
75 H 1.72479 2.16079 -0.07903
76 H 3.98172 2.36470 -1.03558
77 H 4.26748 3.03901 -3.39999
78 H 2.27437 3.47672 -4.79526
79 H 0.02766 3.33450 -3.82854

Atoms 1-3, force components in eV/Å:
K -1.136 0.085 0.292
C 0.033 -0.026 0.042
N 0.348 -0.305 0.075

Calculated values
**M**: 634.785 g mol⁻¹
**Energy above the lowest of the compared OMol25 structures with the same formula, charge and spin**: 32.3 kJ/mol
**Max |F|**: 0.023 hartree/bohr
**Total charge**: +1
**Orbital gap**: 8.29 eV
**HOMO level**: -10.417 eV
**2S+1**: 1

***

(3)
C3H4N2 | ωB97M-V/def2-TZVPD

Cartesian coordinates (Å):
1 N -0.92306 -0.77938 0.16166
2 C -0.82715 0.95944 -0.08523
3 C 0.48056 0.92189 0.01124
4 C 1.20586 -0.73908 0.04739
5 N 0.17090 -1.49197 0.07137
6 H -1.86818 -0.99146 0.05259
7 H -1.66345 1.70319 -0.20576
8 H 1.24133 1.63187 0.12197
9 H 2.18320 -1.21450 -0.17524

Atoms 1-3, force components in eV/Å:
N -1.697 4.401 -0.342
C 1.505 -4.742 0.884
C 2.967 -2.423 -0.220

Calculated values
**M**: 68.079 g mol⁻¹
**Energy above the lowest of the compared OMol25 structures with the same formula, charge and spin**: 441.3 kJ/mol
**Structure (SMILES)**: c1cn[nH]c1
**Max |F|**: 0.098 hartree/bohr
**Orbital gap**: 9.85 eV
**HOMO level**: -8.702 eV
**2S+1**: 1

***

(4)
C31H66NO19S | ωB97M-V/def2-TZVPD

Cartesian coordinates (Å):
1 N -39.03646 -25.93680 46.55559
2 H -38.29578 -26.32713 46.02973
3 H -39.34559 -24.95469 46.57012
4 H -38.97725 -26.18928 47.55678
5 H -39.85988 -26.49824 46.23722
6 S -39.48776 -24.85940 43.17583
7 O -39.17123 -23.96562 44.28614
8 O -40.49038 -24.35507 42.25123
9 O -38.25970 -25.10546 42.45458
10 O -40.02333 -26.06305 43.87240
11 O -35.96937 -25.81862 46.62485
12 C -35.31690 -25.06693 45.99137
13 O -34.07734 -25.32062 45.54370
14 C -33.38656 -26.50728 45.95700
15 C -32.40564 -26.90299 44.84012
16 C -36.02782 -23.75544 45.46063
17 H -34.02816 -27.31027 46.23721
18 H -32.72146 -26.29824 46.84042
19 H -31.66766 -26.00871 44.52816
20 H -32.92199 -27.11811 43.95178
21 H -31.86400 -27.83108 45.30758
22 H -35.49169 -23.45134 44.59065
23 H -35.81786 -22.93760 46.13871
24 H -36.84929 -24.10833 45.15047
25 O -39.08846 -23.60788 48.29981
26 C -38.53181 -22.49088 48.04475
27 O -37.35698 -22.14924 48.51102
28 C -36.57119 -23.10340 49.28128
29 C -35.34936 -22.35939 49.79863
30 C -39.04292 -21.54698 47.08263
31 H -36.40765 -23.58922 48.54531
32 H -37.07110 -23.53920 50.23671
33 H -34.77635 -21.78974 49.13012
34 H -34.84455 -23.11157 50.24129
35 H -35.58286 -21.68475 50.52964
36 H -39.99173 -21.26387 47.56803
37 H -39.35962 -22.02660 46.24548
38 H -38.45433 -20.76957 46.83152
39 O -43.06271 -30.54293 44.91930
40 C -41.98900 -30.58688 44.34205
41 O -41.66980 -31.47296 43.39189
42 C -42.53395 -32.54717 43.14061
43 C -41.96564 -33.27644 41.96875
44 C -40.95618 -29.47875 44.66242
45 H -43.60486 -32.00011 42.93959
46 H -42.57516 -33.31453 43.85216
47 H -42.00632 -32.62374 40.99974
48 H -42.50835 -34.19506 41.58550
49 H -40.98599 -33.55838 42.09171
50 H -40.71450 -28.91051 43.85061
51 H -40.18288 -30.21873 45.04242
52 H -41.25795 -28.58178 45.45630
53 O -37.71930 -29.14095 45.97527
54 C -36.90488 -28.93159 45.14025
55 O -35.56699 -29.31841 45.20889
56 C -35.22598 -30.03466 46.40820
57 C -33.85094 -30.75808 46.08920
58 C -37.21649 -28.20280 43.86138
59 H -36.06961 -30.82676 46.65428
60 H -35.25857 -29.52143 47.39346
61 H -33.89647 -31.47576 45.24817
62 H -33.37758 -31.06202 47.13236
63 H -33.13914 -29.83905 45.66984
64 H -37.96871 -28.70864 43.18722
65 H -36.30390 -28.06699 43.36214
66 H -37.59664 -27.20430 44.03539
67 O -40.48956 -25.67458 51.41864
68 C -39.54202 -26.05112 50.68380
69 O -39.26215 -27.25895 50.39559
70 C -40.14743 -28.37095 50.66858
71 C -39.60639 -29.54698 49.84893
72 C -38.50488 -25.05520 49.95281
73 H -41.21577 -28.25300 50.04975
74 H -40.30813 -28.72005 51.73630
75 H -38.78664 -29.88244 50.29328
76 H -39.72907 -29.36681 48.70914
77 H -40.11704 -30.31193 50.14591
78 H -37.40586 -25.27344 50.19168
79 H -38.63810 -23.95228 50.30684
80 H -39.02272 -24.90825 48.94608
81 O -37.32942 -27.05882 49.43717
82 C -36.16387 -27.63558 49.52116
83 O -36.11862 -28.94545 49.63749
84 C -37.31021 -29.64425 49.66785
85 C -36.91360 -31.09380 50.09253
86 C -34.85655 -26.89316 49.56233
87 H -37.51856 -29.62477 48.48586
88 H -37.94149 -29.06281 50.20950
89 H -37.82453 -31.60320 50.27557
90 H -36.80688 -30.96911 51.06954
91 H -36.24907 -31.49553 49.26858
92 H -34.99596 -25.70900 49.25855
93 H -34.31843 -27.36907 49.03245
94 H -34.60235 -26.92465 50.65537
95 O -40.73739 -26.90695 46.71748
96 C -41.63988 -27.42073 47.40682
97 O -42.46708 -26.70733 48.21725
98 C -42.20598 -25.33433 48.34551
99 C -43.11940 -24.64058 49.46040
100 C -41.85180 -28.98359 47.35292
101 H -42.35874 -24.89670 47.39182
102 H -41.21469 -25.08985 48.48488
103 H -44.20768 -24.98953 49.42874
104 H -42.99381 -23.72221 49.72054
105 H -42.83947 -24.67138 50.56169
106 H -41.14114 -29.50124 46.86848
107 H -42.87032 -29.16467 46.75972
108 H -41.97071 -29.15804 48.32511
109 C -41.85728 -25.09644 43.46791
110 C -42.20854 -24.16117 44.61227
111 O -43.32374 -24.12451 45.16142
112 C -41.16308 -23.09475 45.06874
113 H -41.23715 -25.76755 43.83866
114 H -41.62691 -24.71505 42.60195
115 H -42.75485 -25.78736 43.15100
116 H -40.18061 -23.27389 44.74260
117 H -40.93799 -23.25405 46.11975
118 H -41.50331 -22.20063 44.54025

Atoms 1-3, force components in eV/Å:
N 3.711 2.667 1.612
H 1.689 1.039 -0.572
H 1.200 -0.232 -1.134

Calculated values
**M**: 788.924 g mol⁻¹
**Energy above the lowest of the compared OMol25 structures with the same formula, charge and spin**: 1175.1 kJ/mol
**Max |F|**: 0.349 hartree/bohr
**Total charge**: -1
**Orbital gap**: 4.28 eV
**HOMO level**: -2.493 eV
**2S+1**: 1

***

(5)
C3H7NO | ωB97M-V/def2-TZVPD

Cartesian coordinates (Å):
1 C -0.57900 0.02028 -0.65764
2 C 1.83620 -0.08075 -0.40936
3 C -1.18385 0.07556 0.71106
4 O 0.61279 -0.79641 -0.33913
5 N -2.38356 -0.37664 0.92162
6 H -2.64943 -0.21427 1.89922
7 H -1.21136 -0.54901 -1.34208
8 H -0.31799 1.02396 -1.00584
9 H -0.62741 0.60579 1.50047
10 H 1.95294 0.41367 -1.37916
11 H 2.66178 -0.78725 -0.28927
12 H 1.88890 0.66506 0.39012

Atoms 1-3, force components in eV/Å:
C 1.224 -1.262 1.651
C -0.196 -0.069 -0.028
C -3.066 0.312 0.265

Calculated values
**M**: 73.095 g mol⁻¹
**Energy above the lowest of the compared OMol25 structures with the same formula, charge and spin**: 213.9 kJ/mol
**Structure (SMILES)**: [H]/N=C/COC
**Max |F|**: 0.060 hartree/bohr
**Orbital gap**: 10.89 eV
**HOMO level**: -9.842 eV
**2S+1**: 1

***

(6)
C2H6N4S2 | ωB97M-V/def2-TZVPD

Cartesian coordinates (Å):
1 C -0.50570 -0.14343 0.00855
2 C 1.60804 -1.13642 0.25581
3 H -3.51545 0.53898 1.15774
4 H -1.85489 -1.58456 -0.15802
5 H -1.23404 1.71455 -0.51533
6 H 1.97040 1.65502 -0.56850
7 H 2.04797 -2.02006 0.86926
8 H 3.28984 -0.82276 -0.59064
9 N -1.85658 -0.56410 -0.11497
10 N -0.34873 1.20208 -0.22202
11 N 0.24977 -1.09523 0.39707
12 N 2.37235 -0.47175 -0.59169
13 S -3.18604 0.46538 -0.12365
14 S 0.96308 2.26228 0.19639

Atoms 1-3, force components in eV/Å:
C -2.062 1.587 0.290
C 2.532 -0.886 -0.803
H 0.116 -0.080 0.722

Calculated values
**M**: 150.232 g mol⁻¹
**Energy above the lowest of the compared OMol25 structures with the same formula, charge and spin**: 192.2 kJ/mol
**Structure (SMILES)**: [H]/N=C/N=C(NS)NS
**Max |F|**: 0.072 hartree/bohr
**Orbital gap**: 9.34 eV
**HOMO level**: -8.805 eV
**2S+1**: 1

***

(7)
C11H15N3O4 | ωB97M-V/def2-TZVPD

Cartesian coordinates (Å):
1 C -5.49544 -1.43182 -0.84866
2 C -5.01642 -0.91751 0.50194
3 H -5.28511 -1.60740 1.30499
4 H -5.44312 0.07147 0.69984
5 O -3.59417 -0.82622 0.55493
6 C -3.04492 0.28298 0.01437
7 O -3.69300 1.17435 -0.46649
8 C -1.57179 0.23174 0.09158
9 C -0.90110 -0.95574 0.23776
10 N 0.42751 -1.09256 0.28605
11 C 1.15513 -0.00058 0.17574
12 N 2.49412 -0.10797 0.23888
13 C 3.38893 1.02153 0.06664
14 H 3.12062 1.82967 0.75558
15 H 3.34193 1.39830 -0.96444
16 C 4.81880 0.57617 0.37491
17 O 5.25596 -0.46890 -0.45976
18 C 4.26190 -1.44434 -0.73518
19 H 3.86033 -1.26915 -1.74362
20 C 3.11861 -1.41719 0.27279
21 H 3.49400 -1.62935 1.27959
22 H 2.35802 -2.15610 0.02170
23 H 4.75914 -2.41798 -0.72368
24 H 5.51156 1.40364 0.20545
25 H 4.88617 0.27979 1.43215
26 N 0.58751 1.21853 0.01105
27 C -0.80979 1.45626 -0.02544
28 O -1.18684 2.59683 -0.12782
29 H 1.14961 2.05463 -0.08537
30 H -1.45012 -1.88346 0.31781
31 H -5.22922 -0.72243 -1.62823
32 H -5.03615 -2.39225 -1.07129
33 H -6.57531 -1.54858 -0.83240

Atoms 1-3, force components in eV/Å:
C 0.271 0.150 0.273
C -0.493 0.085 -0.173
H 0.037 0.115 -0.071

Calculated values
**M**: 253.258 g mol⁻¹
**Energy above the lowest of the compared OMol25 structures with the same formula, charge and spin**: 164.2 kJ/mol
**Structure (SMILES)**: CCOC(=O)c1cnc(N2CCOCC2)[nH]c1=O
**Max |F|**: 0.010 hartree/bohr
**Orbital gap**: 9.05 eV
**HOMO level**: -8.625 eV
**2S+1**: 1

***

(8)
C4H3NO2 | ωB97M-V/def2-TZVPD

Cartesian coordinates (Å):
1 O 3.04442 0.04984 0.06667
2 C 1.90480 0.39796 -0.04944
3 C 0.62237 -0.23800 0.40201
4 N 0.06816 -1.19898 -0.26835
5 C -1.27109 -0.85479 -0.31607
6 C -1.45386 0.30371 0.35954
7 O -0.25342 0.70053 0.84251
8 H 1.58369 1.26981 -0.65989
9 H -1.97478 -1.41316 -0.91445
10 H -2.27030 0.98308 0.53746

Atoms 1-3, force components in eV/Å:
O -0.652 0.004 0.068
C 0.666 -0.187 0.070
C -0.068 0.032 -0.434

Calculated values
**M**: 97.073 g mol⁻¹
**Energy above the lowest of the compared OMol25 structures with the same formula, charge and spin**: 179.2 kJ/mol
**Structure (SMILES)**: O=Cc1ncco1
**Max |F|**: 0.014 hartree/bohr
**Orbital gap**: 10.07 eV
**HOMO level**: -9.914 eV
**2S+1**: 1